81
Properties=species:S:1:pos:R:3:mulliken_charge:R:1 method="wB97M-V/def2-TZVPD" fmax_ev_per_a=0.1 relative_energy_ev=15.201 orbital_gap_ev="5.85 / 4.59" total_charge=-1 e_lumo_ev="1.95 / 0.71" spin_multiplicity=5 s_squared=6.08
Cr 0.575 0.074 0.376 0.74
C 1.403 -5.743 -3.117 -0.60
C 2.646 -5.133 -3.354 -0.61
C 2.927 -3.871 -2.864 -0.41
C 1.947 -3.246 -2.106 0.01
C 1.866 -1.923 -1.509 -0.30
N 0.693 -1.782 -0.817 0.72
C -0.057 -2.913 -1.092 -1.22
N -1.371 -3.207 -0.799 -0.86
C -1.892 -2.742 0.257 -0.09
C -3.235 -2.696 0.977 2.05
C -4.355 -3.615 1.315 -1.14
C -5.138 -3.288 2.361 -0.51
C -5.088 -2.104 3.272 -0.62
C -4.275 -1.030 3.289 -0.95
C -3.179 -0.892 2.277 2.16
C -2.043 0.084 2.206 -0.59
N -1.785 1.177 2.776 -0.67
C -0.625 1.870 2.586 -1.30
N 0.433 1.570 1.720 0.33
C 1.392 2.507 1.910 -0.90
N 2.577 2.631 1.246 -0.54
C 2.954 1.901 0.276 -0.57
N 2.329 0.726 -0.253 0.48
C 2.807 0.262 -1.468 -0.31
N 2.717 -0.981 -1.849 -0.01
C 3.344 1.200 -2.595 1.19
C 4.804 1.123 -3.034 -1.24
C 5.858 1.880 -2.682 -0.50
C 6.053 2.923 -1.632 -0.60
C 5.239 3.148 -0.593 -0.83
C 4.099 2.214 -0.575 1.04
C 0.988 3.420 2.909 0.40
C 1.609 4.555 3.464 -0.17
C 0.938 5.251 4.432 -0.68
C -0.355 4.841 4.863 -0.58
C -0.975 3.744 4.332 -0.39
C -0.296 3.013 3.331 0.64
N -1.152 -0.534 1.216 1.16
C 0.712 -3.845 -1.872 0.62
C 0.419 -5.109 -2.384 -0.28
H 1.212 -6.727 -3.528 0.39
H 3.387 -5.659 -3.943 0.40
H 3.868 -3.376 -3.063 0.54
H -4.541 -4.527 0.762 0.44
H -5.940 -3.977 2.601 0.40
H -5.848 -2.137 4.045 0.40
H -4.395 -0.279 4.060 0.45
H 4.947 0.430 -3.857 0.36
H 6.756 1.694 -3.263 0.36
H 6.953 3.519 -1.739 0.41
H 5.397 3.935 0.132 0.49
H 2.590 4.857 3.119 0.54
H 1.387 6.130 4.878 0.39
H -0.857 5.419 5.630 0.38
H -1.961 3.438 4.658 0.49
H -0.548 -5.563 -2.216 0.51
N -1.005 1.367 -2.364 -0.24
C -2.252 0.873 -1.998 0.23
C -3.364 0.981 -2.815 -0.61
C -4.581 0.416 -2.445 -1.08
C -4.688 -0.256 -1.245 -0.75
C -3.586 -0.402 -0.394 0.21
C -3.799 -1.210 0.855 -0.70
C -2.452 -2.236 2.234 -0.89
C -1.223 -2.000 1.380 -0.80
N -1.223 0.042 -0.051 0.36
C -2.369 0.157 -0.782 -0.77
H -0.434 1.766 -1.631 -0.06
H -0.998 1.955 -3.182 0.34
H -3.274 1.523 -3.750 0.33
H -5.443 0.518 -3.092 0.37
H -5.638 -0.685 -0.946 0.42
H -4.876 -1.267 0.969 0.83
H -2.375 -2.847 3.127 0.51
H -0.268 -2.406 1.712 1.09
F 2.594 0.821 -3.734 -0.46
B 3.123 2.650 -2.020 0.94
F 4.788 0.911 -0.523 -0.40
F 3.629 3.723 -2.732 -0.50
F 1.794 2.965 -1.648 -0.37

19
Properties=species:S:1:pos:R:3:mulliken_charge:R:1 method="wB97M-V/def2-TZVPD" fmax_ev_per_a=4.5 relative_energy_ev=2.104 orbital_gap_ev=8.49 total_charge=0 e_lumo_ev=0.38 spin_multiplicity=1
C -0.875 -1.693 0.730 0.33
C 0.807 1.626 -0.061 -0.81
C 1.752 0.450 0.071 -0.60
C -0.590 1.207 0.343 -0.20
C -0.254 -0.835 -0.356 0.46
N 1.107 -0.782 -0.501 -0.61
O 0.034 -1.849 1.714 -0.55
O -1.965 -2.149 0.640 -0.58
S -1.980 1.966 -0.535 -0.15
S -1.229 -0.922 -1.927 -0.25
H 1.150 2.470 0.484 0.43
H 0.662 2.023 -1.042 0.38
H 2.729 0.592 -0.637 0.34
H 2.131 0.056 1.078 0.26
H -0.861 0.853 1.378 0.39
H 1.587 -0.890 -1.450 0.40
H 0.896 -1.541 1.327 0.38
H -2.899 1.137 -0.008 0.15
H -2.202 -1.719 -1.249 0.23

53
Properties=species:S:1:pos:R:3:mulliken_charge:R:1 method="wB97M-V/def2-TZVPD" fmax_ev_per_a=2.7 orbital_gap_ev=9.15 total_charge=0 e_lumo_ev=0.14 spin_multiplicity=1
C 2.490 -3.693 0.469 -1.46
C 1.316 -2.743 0.317 1.04
C 0.011 -3.183 0.480 -0.94
C -1.058 -2.304 0.338 -0.13
C -0.805 -0.974 0.038 -0.71
C -1.911 0.051 -0.163 -0.90
C -2.374 0.824 1.128 1.59
C -1.653 0.277 2.272 -1.20
N -1.032 -0.126 3.134 -0.57
C -2.264 2.382 1.049 2.05
C -3.458 3.006 1.607 -0.89
N -4.405 3.465 2.043 -0.55
C -2.172 2.971 -0.386 -0.90
C -0.796 3.080 -0.997 -0.30
O -0.471 2.464 -1.978 -0.48
P -0.895 3.234 2.103 0.03
C 0.684 2.346 1.856 -1.02
O -1.261 2.907 3.651 -0.48
S -4.074 0.137 1.518 1.21
O -4.500 0.474 2.839 -0.66
O -3.970 -1.285 1.336 -0.68
C -5.315 0.699 0.224 0.73
F -4.738 1.295 -0.820 -0.20
F -6.214 1.477 0.802 -0.20
F -5.932 -0.401 -0.205 -0.21
C 0.505 -0.535 -0.128 -0.18
C 1.575 -1.412 -0.004 -1.12
H 2.326 -4.284 1.368 0.41
H 3.370 -3.092 0.652 0.39
H 2.611 -4.298 -0.421 0.24
H -0.214 -4.207 0.740 0.41
H -2.078 -2.632 0.467 0.52
H -2.736 -0.503 -0.599 0.59
H -1.542 0.706 -0.943 0.66
H -2.799 2.452 -1.105 0.22
H -2.555 3.989 -0.326 0.66
H -0.046 3.735 -0.530 0.56
H 1.381 2.860 2.516 0.44
H 1.089 2.434 0.853 0.36
H 0.698 1.296 2.139 0.37
H -0.852 2.079 3.947 0.35
H 0.694 0.497 -0.386 0.49
H 2.592 -1.083 -0.148 0.47
C 4.172 -2.075 -3.851 -0.90
S 5.387 -2.281 -2.544 0.39
O 4.637 -2.334 -1.261 -0.50
C 6.089 -0.632 -2.677 -0.94
H 3.585 -2.989 -3.910 0.31
H 3.519 -1.234 -3.616 0.26
H 4.685 -1.908 -4.798 0.38
H 5.308 0.112 -2.523 0.29
H 6.543 -0.510 -3.661 0.38
H 6.852 -0.529 -1.908 0.32

45
Properties=species:S:1:pos:R:3:mulliken_charge:R:1 method="wB97M-V/def2-TZVPD" fmax_ev_per_a=2.0 relative_energy_ev=0.000 orbital_gap_ev=7.08 total_charge=-1 e_lumo_ev=2.49 spin_multiplicity=1
La 0.469 -0.171 0.114 1.83
O -1.035 0.760 4.316 -0.72
C -1.075 0.681 3.106 0.05
O -0.050 0.441 2.332 -0.53
C -2.357 0.971 2.332 0.02
C -2.112 2.171 1.410 -0.15
C -3.425 2.777 0.935 -1.00
C -3.893 1.737 -0.106 -0.99
C -2.778 0.702 -0.035 0.05
O -1.602 1.551 0.189 -0.46
C -2.873 -0.096 1.279 0.07
C -2.142 -1.453 1.325 0.04
O -2.402 -2.262 2.184 -0.68
O -1.249 -1.627 0.365 -0.69
H -3.127 1.192 3.069 0.50
H -1.374 2.881 1.777 0.59
H -4.123 2.901 1.763 0.38
H -3.261 3.751 0.475 0.35
H -4.867 1.304 0.120 0.42
H -3.934 2.171 -1.105 0.38
H -2.622 0.110 -0.933 0.40
H -3.909 -0.349 1.509 0.52
O 3.918 -1.641 0.528 -0.45
N 2.829 -1.169 0.394 0.21
O 2.725 0.134 0.275 -0.46
C -0.926 -1.167 -3.728 -1.26
Si 0.210 0.184 -3.007 -0.12
C 1.820 -0.035 -3.998 -1.19
C -0.526 1.754 -3.828 0.30
C -0.887 2.893 -3.104 -0.07
C -1.447 4.018 -3.707 -0.65
C -1.666 4.039 -5.075 -0.29
C -1.318 2.922 -5.830 -0.73
C -0.763 1.813 -5.210 -0.01
H -0.910 -1.158 -4.825 0.37
H -1.962 -1.027 -3.402 0.33
H -0.633 -2.170 -3.403 0.35
H 1.618 -0.030 -5.076 0.35
H 2.321 -0.979 -3.760 0.30
H 2.532 0.764 -3.776 0.30
H -0.743 2.913 -2.028 0.10
H -1.710 4.877 -3.100 0.36
H -2.104 4.909 -5.549 0.36
H -1.481 2.923 -6.901 0.35
H -0.503 0.960 -5.831 0.18

77
Properties=species:S:1:pos:R:3:mulliken_charge:R:1 method="wB97M-V/def2-TZVPD" fmax_ev_per_a=0.6 relative_energy_ev=0.081 orbital_gap_ev="6.47 / 6.16" total_charge=+1 e_lumo_ev="-3.95 / -4.64" spin_multiplicity=2 s_squared=0.96
Re 0.027 -0.189 -0.475 0.06
C -3.740 -5.372 1.753 -1.57
C -2.754 -4.246 1.627 0.63
C -1.413 -4.418 1.942 -1.15
C -0.527 -3.355 1.854 -0.30
C -0.969 -2.110 1.435 -0.46
N -0.077 -1.001 1.356 1.56
C 0.578 -0.551 2.496 1.16
C 0.207 -1.070 3.751 -0.60
C 0.846 -0.716 4.918 -1.33
C 1.890 0.198 4.891 0.18
C 2.620 0.617 6.132 -1.64
C 2.212 0.775 3.667 -0.27
C 1.589 0.459 2.467 -1.04
C 1.920 1.371 1.278 1.36
O 1.334 1.115 0.035 -0.09
C 1.443 2.823 1.655 0.57
F 1.312 3.597 0.584 -0.21
F 0.254 2.772 2.267 -0.25
F 2.309 3.417 2.490 -0.26
C 3.446 1.453 0.934 0.22
F 3.818 0.395 0.202 -0.21
F 3.698 2.546 0.212 -0.26
F 4.244 1.484 2.006 -0.27
C -2.303 -1.929 1.024 -0.60
C -3.175 -3.000 1.165 -0.51
C -2.697 -0.601 0.370 1.86
O -1.856 -0.329 -0.735 -0.78
C -4.109 -0.644 -0.265 0.25
F -4.365 0.454 -0.970 -0.24
F -5.060 -0.786 0.668 -0.27
F -4.196 -1.680 -1.116 -0.22
C -2.621 0.618 1.363 0.57
F -1.513 1.354 1.078 -0.09
F -2.521 0.216 2.628 -0.26
F -3.650 1.447 1.266 -0.30
H -3.272 -6.260 2.172 0.40
H -4.161 -5.636 0.783 0.32
H -4.570 -5.089 2.401 0.36
H -1.057 -5.382 2.280 0.37
H 0.510 -3.476 2.139 0.60
H -0.623 -1.754 3.806 0.53
H 0.520 -1.143 5.856 0.39
H 2.301 0.038 6.997 0.38
H 2.442 1.671 6.347 0.35
H 3.695 0.486 6.012 0.38
H 2.968 1.546 3.676 0.64
H -4.217 -2.891 0.904 0.62
O 0.886 -5.429 -3.744 -0.52
C 0.682 -4.302 -3.061 0.84
C -0.387 -3.432 -3.298 -0.82
C -0.485 -2.295 -2.544 -0.92
N 0.399 -1.974 -1.565 0.30
C 1.391 -2.847 -1.323 0.16
Br 2.552 -2.442 0.081 0.07
C 1.586 -4.001 -2.048 -0.71
H 0.206 -5.563 -4.418 0.33
H -1.134 -3.637 -4.052 0.39
H -1.305 -1.605 -2.670 0.62
H 2.406 -4.665 -1.827 0.55
C -0.512 0.627 -3.978 -1.42
S 0.028 1.225 -2.393 1.33
O -0.801 2.401 -2.073 -0.73
C 1.678 1.744 -2.786 0.15
C 1.950 3.099 -2.736 -0.34
C 3.245 3.522 -3.012 -0.72
C 4.229 2.598 -3.319 -0.51
C 3.939 1.238 -3.353 -0.78
C 2.654 0.802 -3.080 -0.18
H -0.404 1.448 -4.684 0.50
H -1.560 0.355 -3.867 0.44
H 0.088 -0.225 -4.290 0.33
H 1.163 3.793 -2.478 0.52
H 3.482 4.576 -2.975 0.43
H 5.235 2.935 -3.527 0.41
H 4.715 0.522 -3.584 0.45
H 2.425 -0.258 -3.084 0.28

50
Properties=species:S:1:pos:R:3:mulliken_charge:R:1 method="wB97M-V/def2-TZVPD" fmax_ev_per_a=1.3 relative_energy_ev=0.745 orbital_gap_ev="7.41 / 7.11" total_charge=-1 e_lumo_ev="2.40 / 2.13" spin_multiplicity=2 s_squared=0.75
Cu -2.458 1.257 0.104 -0.61
C -1.702 4.495 -1.371 -1.09
C -0.374 3.821 -1.485 0.95
N 0.460 4.316 -2.365 -0.69
C 1.651 3.745 -2.535 -0.98
C 2.104 2.675 -1.794 0.69
C 3.481 2.125 -2.082 -0.92
O 3.521 0.734 -2.343 -0.51
C 1.253 2.138 -0.800 0.32
C 1.704 1.113 0.094 -0.30
N 0.926 0.513 0.912 0.22
C 1.297 -0.532 1.705 0.48
C 2.374 -1.391 1.446 -0.42
C 2.592 -2.508 2.223 -0.79
C 1.736 -2.820 3.268 -0.56
C 0.666 -1.983 3.549 -0.44
C 0.465 -0.855 2.783 -0.19
I -1.130 0.444 3.233 0.14
C -0.065 2.677 -0.671 0.63
O -0.894 2.219 0.192 -0.92
H -1.671 5.438 -1.911 0.37
H -2.488 3.872 -1.802 0.14
H -1.965 4.679 -0.330 0.30
H 2.271 4.205 -3.295 0.32
H 3.903 2.672 -2.940 0.35
H 4.151 2.279 -1.230 0.33
H 2.898 0.542 -3.052 0.34
H 2.782 0.911 0.079 0.34
H 3.026 -1.171 0.614 0.36
H 3.430 -3.155 2.003 0.36
H 1.892 -3.714 3.856 0.38
H -0.014 -2.216 4.356 0.39
S -4.039 -2.994 0.462 -0.22
C -5.264 -1.799 0.561 -0.62
C -4.776 -0.547 0.383 -0.30
C -3.373 -0.486 0.135 -0.40
C -2.829 -1.743 0.139 1.49
C -1.492 -2.221 -0.112 0.73
C -1.104 -3.487 0.355 -0.88
C 0.150 -3.962 0.051 -0.53
C 1.006 -3.157 -0.686 -0.65
C 0.542 -1.915 -1.091 -0.07
N -0.666 -1.456 -0.830 -0.25
H -6.272 -2.106 0.759 0.40
H -5.405 0.325 0.431 0.38
H -1.785 -4.076 0.952 0.27
H 0.465 -4.941 0.391 0.41
H 2.004 -3.488 -0.928 0.45
H 1.180 -1.251 -1.662 0.45
Br -4.162 2.781 0.280 -0.67

59
Properties=species:S:1:pos:R:3:mulliken_charge:R:1 method="wB97M-V/def2-TZVPD" fmax_ev_per_a=0.9 relative_energy_ev=4.623 smiles="CCCNC(=O)COc1coc(CN2CCN(c3ccccc3OC)CC2)cc1=O" orbital_gap_ev=7.72 total_charge=0 e_lumo_ev=0.33 spin_multiplicity=1
C -2.212 -0.056 1.223 -0.29
C -2.331 0.745 2.514 -0.43
C -2.720 -0.130 3.709 -1.04
N -1.676 -1.067 4.052 -0.06
C -0.813 -0.848 5.054 0.74
O -0.876 0.083 5.830 -0.67
C 0.307 -1.905 5.143 -0.67
O 1.436 -1.509 4.372 -0.50
C 1.533 -1.735 3.044 0.22
C 2.600 -1.142 2.440 -0.30
O 2.952 -1.304 1.158 -0.30
C 2.225 -2.123 0.390 0.88
C 2.744 -2.228 -1.028 -1.73
N 2.213 -1.293 -1.992 0.23
C 2.347 0.117 -1.680 -0.87
C 1.135 0.692 -0.927 -0.92
N -0.107 0.412 -1.607 0.48
C -0.790 1.326 -2.399 0.50
C -2.163 1.139 -2.575 -0.43
C -2.936 2.006 -3.323 -0.95
C -2.353 3.112 -3.906 -0.76
C -0.995 3.333 -3.740 -0.50
C -0.205 2.460 -3.009 0.70
O 1.154 2.634 -2.863 -0.20
C 1.760 3.761 -3.441 -1.12
C -0.276 -1.009 -1.821 -0.38
C 0.928 -1.581 -2.592 -1.35
C 1.133 -2.761 0.875 -0.09
C 0.656 -2.590 2.227 0.50
O -0.388 -3.115 2.622 -0.88
H -1.476 -0.850 1.328 -0.21
H -3.167 -0.510 0.968 0.37
H -1.904 0.588 0.403 0.12
H -1.381 1.234 2.737 0.24
H -3.087 1.523 2.391 0.38
H -2.883 0.497 4.589 0.44
H -3.634 -0.688 3.487 0.37
H -1.527 -1.870 3.449 0.31
H 0.680 -1.919 6.170 0.30
H -0.056 -2.893 4.856 0.40
H 3.271 -0.497 2.987 0.48
H 2.557 -3.236 -1.402 0.53
H 3.827 -2.064 -0.986 0.40
H 3.258 0.270 -1.099 0.33
H 2.441 0.652 -2.629 0.53
H 1.253 1.764 -0.796 0.69
H 1.063 0.231 0.068 0.09
H -2.637 0.296 -2.095 0.35
H -3.994 1.820 -3.434 0.38
H -2.939 3.805 -4.489 0.39
H -0.552 4.196 -4.210 0.39
H 2.815 3.689 -3.178 0.25
H 1.352 4.693 -3.037 0.40
H 1.660 3.762 -4.531 0.39
H -1.181 -1.199 -2.396 0.70
H -0.369 -1.502 -0.848 -0.10
H 0.820 -2.660 -2.711 0.50
H 0.938 -1.123 -3.589 0.38
H 0.570 -3.433 0.247 0.38